Formula: C29H44CoNOSi2
Source: the Open Molecules 2025 dataset
Level of theory: wB97M-V/def2-TZVPD

## Properties
Net charge   -1
Multiplicity   4
Frontier orbital gap (spin up / spin down)   5.6020 / 5.7813 eV
DFT total energy   -3223.16042 Ha
Highest occupied orbital energy (spin up / spin down)   -3.2 / -3.4 eV
LUMO energy (spin up / spin down)   0.0870 / 0.0866 Eh

Each line ends with the Löwdin spin population.
Atoms and positions in Å:
C: 1.824 -0.832 1.012  0.009
C: 2.419 -1.478 -0.120  0.066
C: 2.725 -0.508 -1.098  0.031
H: 2.705 -2.528 -0.153  0.005
C: 2.247 0.743 -0.676  0.058
C: 1.737 0.623 0.665  -0.007
H: 2.411 1.691 -1.184  0.004
C: -1.297 -2.676 1.694  0.015
C: -0.419 -3.734 1.375  0.009
C: -0.273 -3.782 -0.043  0.014
H: 0.049 -4.419 2.063  0.000
C: -1.007 -2.718 -0.603  0.017
C: -1.643 -1.999 0.476  0.012
H: 3.306 -0.687 -2.003  0.001
H: 1.763 1.426 1.407  0.003
H: 1.937 -1.178 2.041  0.003
H: -2.474 -1.304 0.355  0.001
H: 0.251 -4.557 -0.606  0.001
H: -1.702 -2.427 2.665  0.000
Co: -0.108 -0.127 0.755  2.521
C: -1.138 -2.389 -2.067  0.003
C: -2.601 -2.129 -2.474  0.001
C: -0.558 -3.503 -2.950  0.001
H: -3.181 -3.058 -2.402  0.000
H: -2.632 -1.763 -3.511  0.000
H: -3.088 -1.387 -1.830  0.000
H: -1.103 -4.448 -2.802  0.000
H: 0.509 -3.661 -2.736  0.000
H: -0.654 -3.200 -4.004  0.000
C: -0.282 -1.119 -2.350  0.004
C: -0.893 0.159 -1.940  0.020
H: -0.066 -1.127 -3.426  0.000
H: 0.695 -1.231 -1.851  0.003
O: -1.013 0.383 -0.680  0.057
N: -1.354 1.104 -2.801  0.006
C: -0.467 2.002 -3.576  0.002
H: -2.158 1.589 -2.411  0.001
C: 0.793 1.348 -4.061  0.000
C: 2.048 1.930 -3.856  0.000
H: 2.107 2.907 -3.368  0.000
C: 3.210 1.269 -4.272  0.000
H: 4.188 1.721 -4.089  0.000
C: 3.134 0.028 -4.911  0.000
H: 4.042 -0.512 -5.193  0.000
C: 1.879 -0.511 -5.198  0.000
H: 1.788 -1.484 -5.684  0.000
C: 0.720 0.203 -4.863  0.000
H: -0.262 -0.159 -5.187  0.000
H: -0.222 2.883 -2.963  0.000
H: -1.054 2.341 -4.440  0.000
C: -0.023 3.572 2.965  0.000
Si: -1.350 2.455 2.218  0.015
C: -2.992 2.663 3.122  0.004
C: -1.609 3.195 0.512  0.002
C: -0.900 0.597 2.419  0.081
Si: 0.095 0.171 3.977  0.019
C: -0.877 0.806 5.468  0.007
C: 0.394 -1.660 4.312  0.000
C: 1.832 0.913 4.000  0.000
H: -0.305 4.610 2.731  0.000
H: 0.961 3.388 2.513  0.000
H: 0.066 3.479 4.055  0.000
H: -3.315 3.713 3.077  0.001
H: -3.772 2.052 2.646  0.000
H: -2.928 2.367 4.176  0.000
H: -0.726 3.104 -0.136  0.000
H: -2.460 2.711 0.014  0.000
H: -1.834 4.272 0.612  0.000
H: -1.892 0.068 2.500  0.009
H: -1.871 0.335 5.507  0.000
H: -0.342 0.531 6.390  0.001
H: -1.017 1.895 5.471  0.000
H: 0.907 -2.190 3.500  0.000
H: 1.027 -1.745 5.212  0.000
H: -0.547 -2.188 4.513  0.000
H: 2.452 0.662 3.131  0.000
H: 1.823 2.004 4.094  0.000
H: 2.361 0.507 4.875  0.000

Formula: CH4N2O
Source: the Open Molecules 2025 dataset
Level of theory: wB97M-V/def2-TZVPD

## Properties
Frontier orbital gap   6.6062 eV
DFT total energy   -225.04289 Ha
Highest occupied orbital energy   -9.9 eV
LUMO energy   -0.1206 Eh

Each line ends with the Mulliken charge.
Atoms and positions in Å:
N: 1.400 0.504 1.047  -0.539
C: 0.857 -0.299 0.212  0.394
N: -1.460 0.071 -0.702  -0.579
O: 1.328 -1.334 -0.268  -0.388
H: -0.147 0.102 -0.270  0.375
H: 2.042 0.213 1.770  0.290
H: -1.648 0.640 -1.529  0.238
H: -2.373 0.104 -0.259  0.209

Formula: C8H10N2O3
Source: the Open Molecules 2025 dataset
Level of theory: wB97M-V/def2-TZVPD

## Properties
Frontier orbital gap (spin up / spin down)   6.5523 / 7.2119 eV
DFT total energy   -645.75093 Ha
Highest occupied orbital energy (spin up / spin down)   -8.4 / -8.4 eV
LUMO energy (spin up / spin down)   -0.0693 / -0.0438 Eh

Each line ends with the Mulliken charge.
Atoms and positions in Å:
C: 2.480 -1.447 0.124  -0.593
C: 1.201 -1.654 0.460  -0.688
C: 1.259 0.514 -0.088  -0.197
C: 2.614 -0.013 -0.157  1.257
C: 3.843 0.771 0.135  -0.019
C: -3.027 0.262 0.887  -1.429
C: -1.790 0.872 -1.226  -1.286
C: -1.668 0.593 0.273  0.416
N: 0.455 -0.467 0.299  0.953
N: -0.802 -0.494 0.593  -1.166
O: 3.615 0.539 -1.111  -0.458
O: 4.547 1.274 0.925  -0.483
O: -0.833 -2.395 -0.801  -0.285
H: 3.282 -2.156 0.095  0.451
H: 0.664 -2.538 0.743  0.544
H: 0.960 1.526 -0.269  0.463
H: -2.891 -0.081 1.909  0.388
H: -3.670 1.139 0.889  0.403
H: -3.498 -0.533 0.321  0.316
H: -0.862 1.247 -1.651  0.384
H: -2.571 1.608 -1.396  0.391
H: -2.050 -0.056 -1.730  0.303
H: -1.259 1.488 0.777  0.337

Formula: C21H25N3O5S
Source: the Open Molecules 2025 dataset
Level of theory: wB97M-V/def2-TZVPD

## Properties
Frontier orbital gap   7.7471 eV
DFT total energy   -1753.88863 Ha
Highest occupied orbital energy   -8.7 eV
LUMO energy   -0.0335 Eh

Each line ends with the Mulliken charge.
Atoms and positions in Å:
C: 2.288 0.632 3.218  -1.333
C: 0.817 0.672 2.826  -0.238
C: 0.578 -0.103 1.530  -0.053
N: -0.815 -0.163 1.153  0.706
C: -1.446 0.986 0.524  -0.759
C: -2.708 1.460 1.249  -0.693
C: -2.436 1.981 2.653  -1.199
S: -1.500 -1.647 0.898  1.362
O: -2.910 -1.518 1.123  -0.773
O: -0.774 -2.594 1.700  -0.708
C: -1.268 -2.069 -0.852  0.229
C: -0.313 -1.310 -1.512  0.572
C: -0.113 -1.379 -2.877  -0.259
C: 0.914 -0.527 -3.585  -1.498
N: 1.498 0.468 -2.717  0.148
C: 2.769 0.349 -2.172  0.474
O: 3.560 -0.515 -2.439  -0.643
C: 2.894 1.485 -1.225  0.228
C: 3.909 1.879 -0.375  -0.325
C: 3.645 2.984 0.430  -0.627
C: 2.410 3.616 0.344  -0.285
N: 1.437 3.243 -0.477  -0.655
C: 1.692 2.203 -1.241  0.744
C: 0.777 1.554 -2.230  0.411
O: -0.334 1.850 -2.572  -0.612
C: -0.913 -2.258 -3.606  -0.999
C: -1.821 -3.059 -2.961  -0.628
C: -2.013 -3.007 -1.567  0.579
O: -2.898 -3.909 -1.120  -0.510
C: -3.024 -4.250 0.249  -0.847
H: 2.905 1.070 2.435  0.167
H: 2.612 -0.394 3.375  0.374
H: 2.452 1.190 4.136  0.422
H: 0.498 1.707 2.695  0.089
H: 0.212 0.224 3.615  0.324
H: 0.896 -1.137 1.669  0.600
H: 1.187 0.350 0.732  -0.529
H: -0.716 1.798 0.487  0.212
H: -1.718 0.731 -0.508  0.402
H: -3.407 0.627 1.300  0.277
H: -3.152 2.251 0.641  0.455
H: -2.024 1.189 3.271  0.235
H: -1.736 2.814 2.628  0.256
H: -3.362 2.325 3.108  0.441
H: 0.283 -0.642 -0.915  0.296
H: 0.442 -0.019 -4.432  0.447
H: 1.736 -1.150 -3.952  0.469
H: 4.849 1.349 -0.335  0.505
H: 4.388 3.347 1.122  0.415
H: 2.180 4.468 0.969  0.458
H: -0.803 -2.321 -4.678  0.438
H: -2.424 -3.766 -3.509  0.447
H: -2.056 -4.270 0.751  0.395
H: -3.676 -3.550 0.771  0.307
H: -3.468 -5.246 0.252  0.288

Formula: C14H13Br2N4OSY
Source: the Open Molecules 2025 dataset
Level of theory: wB97M-V/def2-TZVPD

## Properties
Frontier orbital gap   7.1481 eV
DFT total energy   -6420.15167 Ha
Highest occupied orbital energy   -7.5 eV
LUMO energy   -0.0122 Eh

Each line ends with the Mulliken charge.
Atoms and positions in Å:
Y: 0.071 -0.246 0.133  1.094
N: -1.629 2.817 3.291  -0.425
C: -0.782 2.170 2.443  0.459
S: -0.609 0.451 2.707  -0.519
N: -0.167 2.930 1.572  -0.958
N: 0.637 2.222 0.722  0.301
C: 1.778 2.695 0.397  0.318
C: 2.368 3.976 0.861  0.105
C: 1.636 5.160 0.838  -0.102
C: 2.216 6.343 1.267  -0.683
C: 3.522 6.354 1.737  -0.355
C: 4.254 5.176 1.770  -0.734
C: 3.682 3.994 1.326  -0.132
C: 2.594 1.821 -0.501  0.377
C: 3.481 2.367 -1.419  -0.513
C: 4.211 1.512 -2.230  -0.465
C: 4.042 0.143 -2.100  -0.584
C: 3.126 -0.325 -1.172  -0.267
N: 2.414 0.494 -0.392  -0.515
H: -2.276 2.260 3.818  0.197
H: -1.885 3.762 3.058  0.236
H: 0.610 5.141 0.500  0.433
H: 1.642 7.261 1.244  0.380
H: 3.967 7.279 2.079  0.391
H: 5.270 5.175 2.143  0.388
H: 4.254 3.074 1.352  0.489
H: 3.587 3.441 -1.487  0.501
H: 4.905 1.911 -2.958  0.430
H: 4.602 -0.554 -2.707  0.424
H: 2.926 -1.383 -1.037  0.483
Br: -0.650 -0.075 -2.749  -0.055
C: -2.522 -0.382 -2.380  -0.439
Br: -2.810 -0.249 -0.483  -0.050
H: -2.778 -1.379 -2.715  0.367
H: -3.099 0.380 -2.887  0.360
O: 0.235 -2.078 0.001  -0.936

Formula: C3H10N4O
Source: the Open Molecules 2025 dataset
Level of theory: wB97M-V/def2-TZVPD

## Properties
Frontier orbital gap   8.9020 eV
DFT total energy   -414.44349 Ha
Highest occupied orbital energy   -7.9 eV
LUMO energy   0.0350 Eh

Each line ends with the Mulliken charge.
Atoms and positions in Å:
C: -0.576 -1.681 -0.960  -1.162
C: -1.025 -0.385 -0.358  0.102
N: -0.717 0.716 -0.974  -0.221
N: -1.659 1.710 -1.021  -0.468
H: -0.273 -2.376 -0.177  0.275
H: -1.390 -2.140 -1.520  0.353
H: 0.281 -1.521 -1.610  0.298
H: -1.926 -0.464 0.267  0.385
H: -2.400 1.647 -0.321  0.233
H: -1.211 2.616 -1.032  0.238
N: 2.246 0.319 0.157  -0.454
C: 1.347 0.984 0.922  0.068
N: 0.443 0.430 1.665  -0.497
O: 0.698 -0.937 1.964  -0.393
H: 2.086 -0.675 0.086  0.250
H: 2.589 0.769 -0.673  0.258
H: 1.249 2.051 0.784  0.382
H: 0.238 -1.062 2.802  0.352

Relative energy (zero: lowest compared OMol25 entry of this formula, charge and spin) values, unit kJ/mol, following the record order: 0.0; 654.0; 944.3; 264.1; 42.8; 445.6.